The following is a quantum chemistry calculation of C34H60BKO38 as an isolated structure in a non-equilibrium geometry, from the OMol25 dataset.

DFT total energy = -131039.642 eV
Multiplicity = 2
Maximum force = 0.14414 hartree/bohr
LUMO level (spin up / spin down) = 1.11 / 1.08 eV
Relative energy (zero: lowest compared OMol25 entry of this formula, charge and spin) = 0.00 kJ/mol
Charge = -1

Last column: Löwdin spin population.
Element x y z (Å)
C  -2.880  -1.809  -0.386  0.00
O  0.443  5.142  -2.620  0.00
H  -3.250  -1.789  0.639  0.00
C  2.113  -1.643  1.305  0.00
C  2.407  2.312  -3.714  0.00
C  -6.289  4.282  2.458  0.00
O  -2.377  0.150  4.066  0.17
H  3.893  -4.582  8.375  0.00
C  9.465  -1.769  1.601  0.00
O  -3.924  5.436  -2.317  0.00
C  5.620  -3.582  -0.418  0.00
O  -0.782  -0.688  2.743  0.06
H  -1.933  -2.734  -3.119  0.00
C  1.158  -1.714  0.112  0.00
H  -8.507  5.688  1.732  0.00
H  -4.320  2.423  2.777  0.00
H  -0.734  -3.629  -3.877  0.00
H  -3.208  4.161  -5.875  0.00
H  -4.197  4.368  -0.043  0.00
O  2.298  0.456  4.745  0.00
H  3.165  -4.766  -6.691  0.00
H  2.567  -1.766  -2.645  0.00
H  -2.244  5.083  -4.846  0.00
O  1.329  -2.325  -0.931  0.00
H  -7.471  -0.587  -1.993  0.00
O  -4.984  4.304  2.958  0.00
H  -5.095  -3.631  -4.968  0.00
O  1.092  -3.828  7.290  0.00
H  -0.368  0.903  -1.981  0.00
O  -2.143  -4.835  -2.889  0.00
H  10.340  -2.416  1.652  0.00
H  4.247  1.135  0.976  0.00
H  1.120  -0.765  -3.369  0.00
H  1.342  6.851  -3.183  0.00
H  -7.520  6.884  0.908  0.00
C  4.489  0.450  0.164  0.00
O  1.731  -4.345  -5.170  0.00
C  0.903  6.407  -2.289  0.00
C  2.003  -1.390  -3.499  0.00
H  9.448  -1.130  2.483  0.00
C  3.379  0.940  4.041  0.00
C  -1.342  -3.637  -2.973  0.00
O  0.118  -0.903  0.415  0.00
H  3.655  0.114  3.385  0.00
O  -3.367  3.319  -1.638  0.00
C  -3.601  4.270  -2.571  0.00
O  1.060  2.421  4.786  0.01
O  1.546  -0.787  2.202  0.00
O  -3.202  -4.236  -4.763  0.00
H  9.724  -1.190  0.714  0.00
O  -3.902  -2.121  -1.332  0.00
H  -7.378  -1.261  -3.600  0.00
C  -7.612  5.820  1.124  0.00
O  -4.271  -5.583  -3.187  0.00
C  0.213  4.200  -1.639  0.00
H  0.645  1.635  -0.908  0.00
C  2.251  -5.184  -6.268  0.00
C  1.927  -4.266  6.492  0.00
C  -3.244  4.653  -4.903  0.00
H  -2.502  3.815  0.176  0.00
H  1.568  -5.425  -7.082  0.00
O  3.200  -2.134  1.399  0.00
H  -1.007  1.610  5.861  0.00
C  3.719  1.566  -1.776  0.00
O  4.509  2.462  -1.800  0.00
H  1.360  2.129  -3.955  0.00
H  2.495  3.364  -3.443  0.00
O  -5.723  -1.494  -2.551  0.00
H  3.958  -6.264  7.943  0.00
H  2.702  -0.867  -4.151  0.00
O  -0.006  1.153  1.709  0.09
H  3.050  1.659  3.291  0.00
H  0.117  7.090  -1.968  0.00
C  3.310  -5.388  7.928  0.00
H  -7.416  5.241  0.221  0.00
H  -2.416  -0.823  -0.406  0.00
H  5.494  -2.679  -1.015  0.00
H  0.324  -3.311  3.765  0.00
H  -3.947  5.469  -5.074  0.00
C  7.353  -2.396  0.676  0.00
C  -0.429  1.092  6.627  0.00
C  -4.371  -4.041  -5.672  0.00
H  3.084  2.438  -4.559  0.00
O  2.658  1.449  -2.617  0.00
H  0.188  -2.587  5.268  0.00
O  1.784  -4.043  5.109  0.00
H  5.511  0.661  -0.151  0.00
O  -6.495  5.466  1.908  0.00
H  5.663  -4.345  -1.196  0.00
C  1.337  1.238  5.171  0.00
C  2.437  -3.315  -4.765  0.00
H  -1.132  0.342  6.989  0.00
H  -2.178  -2.636  -0.283  0.00
H  2.487  -5.667  8.586  0.00
H  -0.742  -3.511  -2.072  0.00
C  -0.267  1.857  -1.463  0.00
C  -3.464  3.601  -0.289  0.00
H  -4.019  2.749  0.104  0.00
C  -3.315  -4.905  -3.588  0.00
O  7.110  -1.303  0.175  0.00
O  8.412  -2.724  1.457  0.00
H  -0.172  1.777  7.435  0.00
H  -6.505  0.303  -3.116  0.00
O  3.018  -5.016  6.642  0.00
O  3.566  -2.986  -5.028  0.00
H  4.248  1.126  4.672  0.00
H  -4.713  -5.005  -6.050  0.00
O  -1.395  2.717  2.623  0.16
H  -3.551  3.285  4.085  0.00
C  -6.810  -0.710  -2.851  0.00
K  0.684  4.480  2.963  0.04
H  1.607  -2.147  4.360  0.00
H  4.641  -3.692  0.047  0.00
O  0.498  4.240  -0.447  0.00
O  0.657  0.502  6.006  0.00
C  -4.501  3.154  3.566  0.00
O  -7.048  3.309  2.438  0.00
C  0.949  -2.984  4.596  0.00
H  -4.119  -3.587  -6.631  0.00
H  -1.068  1.857  -0.724  0.00
H  -5.236  2.645  4.189  0.00
O  6.678  -3.493  0.496  0.00
O  -0.287  3.112  -2.208  0.00
H  1.783  6.284  -1.658  0.00
C  -4.778  -1.084  -1.643  0.00
O  1.562  -2.619  -4.067  0.00
H  4.486  -0.519  0.663  0.00
B  0.219  -0.359  1.785  0.01
O  3.638  0.495  -0.937  0.00
O  -3.363  3.736  -3.811  0.00
C  -1.503  0.257  3.145  0.18
O  -4.705  0.056  -1.171  0.00
H  2.546  -6.158  -5.876  0.00
C  -0.978  1.512  2.485  0.25


The following is a quantum chemistry calculation of a 10-piece molecular cluster, C34H60F2N2O12S4 overall in a non-equilibrium geometry, from the OMol25 dataset.

DFT total energy = -112541.889 eV
Maximum force = 0.21291 hartree/bohr
LUMO level = 0.11 eV

Last column: Mulliken charge in e.
Element x y z (Å)
C  -16.932  -20.084  27.682  -0.86
H  -15.592  -23.280  25.337  -0.19
C  -18.121  -26.438  16.491  -0.58
C  -14.872  -20.650  22.654  -0.06
H  -12.773  -26.898  22.495  -0.23
F  -12.449  -17.821  21.498  -0.26
C  -18.869  -24.513  23.507  0.47
O  -17.803  -18.517  29.621  -0.67
H  -10.625  -22.421  28.291  0.33
C  -10.187  -16.961  21.275  -0.41
H  -11.154  -21.781  20.305  0.22
H  -17.927  -19.886  27.488  0.54
H  -17.606  -26.571  19.224  -0.13
C  -17.099  -25.272  16.369  -0.75
H  -17.459  -23.159  24.251  -0.15
H  -17.348  -18.023  26.112  0.37
H  -10.649  -22.998  22.428  0.29
C  -14.702  -24.379  21.479  -1.41
C  -13.907  -28.586  22.757  -1.06
H  -13.008  -27.986  19.586  0.40
C  -8.343  -18.115  22.328  -0.69
O  -12.364  -23.839  24.326  -0.79
H  -16.009  -22.739  21.657  0.00
C  -14.801  -29.360  21.925  -0.72
H  -10.493  -21.594  25.764  0.28
H  -18.106  -26.524  23.630  0.42
H  -14.837  -20.844  23.710  -0.50
C  -13.601  -27.554  20.483  -0.02
S  -12.414  -22.602  25.135  1.77
C  -10.870  -22.669  26.071  -1.03
C  -10.357  -24.979  21.441  -0.29
C  -11.161  -17.956  21.739  0.16
O  -16.151  -27.450  21.058  -0.45
C  -14.443  -21.806  21.835  0.61
H  -9.934  -26.689  20.249  0.49
H  -11.262  -24.072  27.523  0.24
C  -16.147  -19.773  26.563  0.98
H  -16.580  -16.728  28.189  0.36
O  -15.809  -24.621  18.558  -0.57
H  -14.443  -22.410  26.347  -0.80
C  -9.277  -19.092  22.818  -0.37
H  -16.551  -20.218  25.460  -0.57
C  -12.759  -22.455  27.681  -1.22
C  -10.643  -18.986  22.480  0.40
C  -19.360  -22.321  24.472  -0.75
C  -10.116  -25.636  20.236  -0.54
H  -10.246  -23.368  25.701  0.49
H  -13.732  -26.459  20.401  -0.22
C  -13.492  -22.818  26.591  0.39
H  -14.503  -27.800  23.321  0.11
C  -18.913  -26.418  17.667  -1.13
H  -11.969  -28.286  21.965  0.46
H  -11.473  -19.787  22.724  -0.04
H  -19.634  -27.216  18.002  0.35
H  -15.046  -20.074  26.860  -0.25
C  -16.026  -17.705  27.855  -0.83
H  -17.206  -24.734  15.516  0.52
H  -8.949  -19.918  23.375  0.48
O  -15.416  -19.532  29.617  -0.63
H  -12.691  -21.248  27.683  0.11
C  -8.854  -17.079  21.530  -0.28
H  -18.085  -25.905  21.974  -0.19
H  -18.014  -23.005  22.897  0.00
H  -17.491  -27.488  16.539  0.20
H  -14.590  -24.286  20.415  0.55
H  -15.641  -29.738  22.521  0.36
H  -15.464  -23.123  23.146  -0.22
O  -13.612  -21.719  20.867  -0.63
C  -18.202  -25.795  18.766  -0.24
O  -17.696  -22.740  21.309  -1.21
H  -16.905  -25.238  23.281  -0.14
N  -18.351  -23.196  23.797  1.11
O  -15.295  -29.142  19.456  -0.83
C  -10.547  -23.576  21.528  -0.14
H  -18.687  -21.401  24.535  0.23
S  -17.186  -24.546  18.000  1.04
H  -10.018  -25.602  22.366  0.18
H  -14.061  -19.715  22.524  -0.11
O  -17.969  -23.349  17.960  -0.69
H  -19.798  -22.621  25.375  0.35
H  -15.867  -20.315  22.464  0.53
F  -10.625  -22.892  18.017  -0.36
C  -10.559  -23.585  19.165  0.57
S  -15.146  -28.354  20.621  1.11
H  -19.460  -25.582  17.605  0.52
H  -18.784  -26.629  15.652  0.40
C  -10.633  -22.814  20.319  -0.26
H  -17.582  -22.884  20.339  0.04
H  -10.187  -25.454  18.045  0.25
H  -16.057  -25.850  16.588  0.23
O  -20.030  -24.914  23.636  -0.57
H  -14.210  -30.121  21.411  0.34
H  -20.226  -22.055  23.890  0.35
H  -15.443  -17.754  25.690  0.22
H  -16.745  -21.228  28.009  0.29
C  -17.962  -25.608  23.003  0.20
H  -13.422  -29.125  23.408  0.72
S  -16.538  -18.950  29.004  1.17
H  -7.325  -18.029  22.507  0.45
C  -10.276  -24.922  19.091  -0.40
H  -13.248  -22.787  28.374  0.84
H  -13.787  -24.792  21.872  0.16
C  -12.932  -27.801  21.888  0.03
H  -8.295  -16.239  20.913  0.20
C  -16.299  -18.274  26.420  -0.72
H  -18.644  -25.507  19.627  0.78
H  -14.007  -23.784  26.570  0.52
O  -15.869  -23.061  24.528  -1.18
N  -15.182  -23.089  22.153  1.94
H  -15.099  -17.506  28.032  0.49
H  -10.538  -16.015  20.854  0.33
H  -15.528  -24.948  21.535  0.53
O  -12.639  -21.307  24.572  -0.67
C  -11.359  -22.877  27.556  -0.46